103
Properties=species:S:1:pos:R:3:mulliken_charge:R:1 method="wB97M-V/def2-TZVPD" e_homo_ev=0.3 multiplicity=1 lumo_ev=3.95 total_charge=-2
Ba -0.28 -1.04 -0.68 1.228
C -3.48 1.87 1.03 -1.647
C -2.15 1.18 0.90 -0.117
N -1.46 1.22 -0.31 1.692
N -1.86 2.08 -1.19 -1.314
C -1.26 2.12 -2.37 -1.273
O -0.23 1.18 -2.67 -0.114
C -1.44 3.22 -3.26 1.408
C -0.54 3.48 -4.32 0.210
C -0.72 4.56 -5.18 -1.012
C -1.80 5.42 -5.03 -0.510
C -2.69 5.19 -3.97 -0.513
C -2.52 4.13 -3.11 -0.861
C -1.66 0.41 1.94 1.136
C -2.41 0.21 3.16 -1.486
C -1.89 -0.51 4.20 -0.233
C -0.60 -1.09 4.09 -1.274
C 0.04 -0.92 2.88 -0.011
N -0.42 -0.23 1.84 0.047
H -3.57 2.63 0.25 0.293
H -3.60 2.37 2.00 0.393
H -4.33 1.17 0.92 0.214
H 0.34 2.86 -4.44 -0.083
H 0.00 4.73 -5.97 0.381
H -1.94 6.26 -5.70 0.347
H -3.53 5.85 -3.83 0.358
H -3.21 3.96 -2.30 0.395
H -3.40 0.62 3.25 0.279
H -2.48 -0.64 5.10 0.341
H -0.16 -1.68 4.88 0.381
H 1.01 -1.39 2.71 0.415
C 1.81 3.04 -1.13 -1.417
C 2.78 1.99 -1.69 1.983
C 3.31 2.42 -3.06 -1.557
C 3.89 1.73 -0.70 -0.247
C 4.82 2.72 -0.43 0.077
C 5.83 2.53 0.50 -1.548
C 5.90 1.33 1.19 -0.239
C 4.99 0.30 0.94 0.262
C 4.99 -0.93 1.83 1.665
C 4.04 -0.69 3.01 -1.340
C 6.38 -1.34 2.33 -1.948
C 3.99 0.49 -0.04 -0.621
N 3.06 -0.53 -0.30 0.688
C 3.55 -1.60 -0.84 -0.243
C 2.91 -2.87 -0.98 0.078
C 3.57 -4.03 -1.42 -1.664
C 2.69 -5.08 -1.19 -0.956
C 1.54 -4.51 -0.61 -0.474
N 1.67 -3.18 -0.49 0.417
C 0.28 -5.22 -0.16 3.295
C -0.27 -4.56 1.11 -1.716
C 0.59 -6.69 0.14 -2.374
C -0.77 -5.16 -1.27 -1.363
H 1.05 3.29 -1.86 0.356
H 2.35 3.96 -0.86 0.353
H 1.31 2.67 -0.23 0.155
H 2.22 1.07 -1.83 -0.417
H 3.76 3.42 -3.01 0.318
H 2.49 2.46 -3.77 0.285
H 4.06 1.72 -3.43 0.377
H 4.75 3.67 -0.95 0.326
H 6.55 3.31 0.70 0.356
H 6.67 1.19 1.94 0.208
H 4.60 -1.78 1.27 -0.054
H 4.40 0.14 3.62 0.281
H 3.95 -1.58 3.64 0.422
H 3.05 -0.42 2.65 0.188
H 6.79 -0.61 3.04 0.326
H 7.08 -1.44 1.51 0.398
H 6.31 -2.29 2.85 0.477
H 4.59 -1.59 -1.17 0.285
H 4.57 -4.08 -1.84 0.453
H 2.87 -6.13 -1.39 0.346
H 0.49 -4.52 1.89 0.352
H -1.12 -5.14 1.49 0.432
H -0.62 -3.55 0.92 0.271
H 1.35 -6.77 0.92 0.442
H 0.96 -7.21 -0.75 0.368
H -0.32 -7.20 0.48 0.474
H -0.98 -4.13 -1.57 0.092
H -1.71 -5.61 -0.94 0.398
H -0.43 -5.68 -2.17 0.415
Cl 0.61 -0.93 -3.91 -0.104
C -0.61 0.38 -3.75 -0.316
H -1.58 -0.08 -3.60 0.119
H -0.59 0.92 -4.70 0.528
O -2.51 -3.61 -3.87 -0.698
S -3.20 -2.52 -3.23 1.075
O -3.62 -1.43 -4.07 -0.726
N -2.39 -1.98 -1.93 -0.784
C -3.00 -2.30 -0.78 1.022
O -2.55 -2.08 0.34 -0.671
C -4.32 -2.99 -0.99 0.381
C -5.21 -3.43 -0.02 -0.419
C -6.37 -4.05 -0.45 -0.572
C -6.64 -4.24 -1.80 -0.478
C -5.73 -3.80 -2.77 -0.625
C -4.58 -3.18 -2.33 0.032
H -4.98 -3.27 1.02 0.514
H -7.09 -4.40 0.28 0.392
H -7.55 -4.73 -2.11 0.376
H -5.92 -3.94 -3.82 0.443